Below is a 2-piece molecular cluster, C7H11NO7 overall, with properties calculated with ωB97M-V/def2-TZVPD.

Results
spin multiplicity: 1
relative energy (zero: lowest compared OMol25 entry of this formula, charge and spin): 60.3 kcal per mole
E_tot: -23255.8744 eV
frontier orbital gap: 7.113 eV

Last column: Mulliken charge in e.
Cartesian coordinates (Å):
1 O 2.27 1.42 0.92  -0.622
2 O 0.68 -1.11 -2.94  -0.671
3 H -2.05 1.03 1.47  0.318
4 C -0.27 -0.89 1.63  -0.390
5 H -2.12 -1.47 2.00  0.390
6 C 0.07 0.64 1.48  1.411
7 N 1.26 -0.09 -0.53  0.165
8 H -1.18 1.19 -0.09  0.339
9 H 2.14 1.70 1.86  0.412
10 O -0.53 -2.76 -2.14  -0.530
11 H 0.11 0.61 3.37  0.413
12 C -1.22 1.36 0.93  -1.433
13 O -0.50 1.06 -1.95  -0.546
14 C 0.37 -1.14 -0.64  0.057
15 C 0.01 0.75 -3.02  -0.165
16 H -1.27 -2.92 -1.54  0.329
17 O 0.49 1.21 2.72  -0.668
18 O -0.41 -1.58 0.33  -0.365
19 H -1.01 2.42 1.24  0.385
20 H 0.60 -1.27 2.21  0.431
21 C 0.17 -1.63 -1.93  0.536
22 H -0.66 0.56 -3.86  0.291
23 O -1.30 -1.10 2.46  -0.524
24 H 2.09 0.00 -1.08  0.316
25 C 1.19 0.74 0.49  -0.037
26 H 1.06 1.28 -3.39  0.158